<a>
ORCA calculation (ωB97M-V/def2-TZVPD) on a cluster of 2 separate species, C5H11O2 in total.

Calculated values
HOMO-LUMO gap (eV): 7.70
LUMO level (eV): 3.947

Geometry as ORCA input:
```
! RIJCOSX wB97M-V def2-TZVPD def2/J DEFGRID3
* xyz -1 1
C 2.113 0.780 -1.428
C 2.805 -0.407 -0.722
H 2.696 0.945 -2.359
H 1.225 0.412 -1.902
H 1.983 1.613 -0.743
H 3.643 -0.059 -0.077
H 3.163 -1.000 -1.558
H 2.112 -0.871 0.009
C -1.960 0.393 0.181
C -1.240 1.452 -0.691
C -1.008 -0.627 0.915
O -0.813 -1.732 0.351
O -0.406 -0.195 1.924
H -2.379 0.886 1.096
H -2.837 -0.129 -0.187
H -0.872 2.253 -0.068
H -1.976 1.818 -1.457
H -0.469 0.873 -1.199
*
```

Atom charges from the natural (NBO) analysis, given in e for atoms 1 to 8:
1. C -0.601
2. C -0.615
3. H 0.176
4. H 0.207
5. H 0.211
6. H 0.182
7. H 0.187
8. H 0.253

=====

<b>
ORCA calculation (ωB97M-V/def2-TZVPD) on a cluster of 2 separate species, C5H11O2 in total.

Calculated values
HOMO-LUMO gap (eV): 8.04
LUMO level (eV): 4.011

Geometry as ORCA input:
```
! RIJCOSX wB97M-V def2-TZVPD def2/J DEFGRID3
* xyz -1 1
O 2.522 -0.066 -0.920
C 2.036 -0.749 -1.834
O 0.879 -0.640 -2.329
H 2.631 -1.538 -2.367
C -0.751 -1.415 1.622
C -0.438 1.792 -0.591
C -0.927 0.892 0.541
C -0.170 -0.427 0.593
H -0.702 -0.953 2.614
H -0.246 -2.378 1.601
H -1.815 -1.568 1.408
H -0.969 2.750 -0.523
H -0.583 1.329 -1.563
H 0.636 1.968 -0.505
H -1.987 0.666 0.382
H -0.819 1.484 1.460
H -0.179 -0.915 -0.379
H 0.883 -0.231 0.789
*
```

Atom charges from the natural (NBO) analysis, given in e for atoms 1 to 8:
1. O -0.783
2. C 0.623
3. O -0.813
4. H -0.003
5. C -0.599
6. C -0.609
7. C -0.379
8. C -0.429

=====

Energy comparison, zero being the most stable, in hartree: <a> 0.0242; <b> 0.0000.

=====

<a>
ORCA calculation (ωB97M-V/def2-TZVPD) on the molecule C6H6F2.

Calculated values
SMILES: FC1=CCC(F)=CC1
HOMO-LUMO gap (eV): 10.42
LUMO level (eV): 1.002

Geometry as ORCA input:
```
! RIJCOSX wB97M-V def2-TZVPD def2/J DEFGRID3
* xyz 0 1
F 2.748 0.034 -0.019
C 1.363 0.062 -0.061
C 0.759 1.222 -0.034
C -0.755 1.310 0.009
C -1.363 -0.076 -0.043
F -2.726 -0.057 -0.032
C -0.743 -1.218 -0.025
C 0.751 -1.290 -0.017
H 1.341 2.133 0.098
H -1.179 1.809 0.885
H -1.079 1.876 -0.905
H -1.359 -2.092 0.079
H 1.146 -1.882 -0.829
H 1.095 -1.832 0.896
*
```

Atom charges from the natural (NBO) analysis, given in e for atoms 1 to 8:
1. F -0.348
2. C 0.422
3. C -0.276
4. C -0.490
5. C 0.426
6. F -0.341
7. C -0.284
8. C -0.494

=====

<b>
ORCA calculation (ωB97M-V/def2-TZVPD) on the molecule C6H6F2.

Calculated values
SMILES: C#C[C@@H](/C=C\F)CF
HOMO-LUMO gap (eV): 10.55
LUMO level (eV): 0.885

Geometry as ORCA input:
```
! RIJCOSX wB97M-V def2-TZVPD def2/J DEFGRID3
* xyz 0 1
C 1.519 0.655 2.253
C 0.684 0.357 1.364
C -0.498 0.256 0.412
C 0.052 0.875 -0.941
C 0.617 0.214 -1.997
F 0.749 -1.151 -2.159
C -1.081 -1.143 0.292
F -2.103 -1.156 -0.628
H 2.193 0.817 3.026
H -1.281 0.888 0.861
H 0.148 1.985 -0.978
H 0.863 0.784 -2.868
H -1.467 -1.431 1.344
H -0.397 -1.950 0.018
*
```

Atom charges from the natural (NBO) analysis, given in e for atoms 1 to 8:
1. C -0.236
2. C 0.002
3. C -0.356
4. C -0.262
5. C 0.235
6. F -0.340
7. C 0.065
8. F -0.356

=====

Energy comparison, zero being the most stable, in hartree: <a> 0.0000; <b> 0.0975.

=====

<a>
ORCA calculation (ωB97M-V/def2-TZVPD) on a cluster of 2 separate species, C5H16N2O in total.

Calculated values
SMILES: CCN[C@@H](C)CN.O
HOMO-LUMO gap (eV): 9.38
LUMO level (eV): 0.952

Geometry as ORCA input:
```
! RIJCOSX wB97M-V def2-TZVPD def2/J DEFGRID3
* xyz 0 1
C -2.113 -1.322 1.133
C -0.925 -1.445 0.191
N -0.400 -0.059 -0.017
C 0.819 0.026 -0.831
C 0.522 -0.541 -2.265
C 1.366 1.502 -0.987
N 1.799 1.958 0.358
H -2.940 -0.765 0.699
H -1.826 -0.863 2.084
H -2.495 -2.311 1.427
H -0.183 -2.017 0.746
H -1.175 -1.912 -0.762
H -1.125 0.520 -0.426
H 1.616 -0.513 -0.338
H 0.325 -1.607 -2.131
H -0.306 -0.021 -2.737
H 1.407 -0.423 -2.903
H 2.201 1.584 -1.669
H 0.575 2.212 -1.233
H 1.020 1.791 0.975
H 2.684 1.672 0.747
O -0.321 1.207 2.586
H -0.298 0.821 3.465
H -0.226 0.507 1.889
*
```

Atom charges from the natural (NBO) analysis, given in e for atoms 1 to 8:
1. C -0.614
2. C -0.220
3. N -0.666
4. C -0.048
5. C -0.638
6. C -0.219
7. N -0.871
8. H 0.205

=====

<b>
ORCA calculation (ωB97M-V/def2-TZVPD) on a cluster of 2 separate species, C5H16N2O in total.

Calculated values
SMILES: CCNCCNC.O
HOMO-LUMO gap (eV): 9.28
LUMO level (eV): 0.824

Geometry as ORCA input:
```
! RIJCOSX wB97M-V def2-TZVPD def2/J DEFGRID3
* xyz 0 1
C 1.051 1.415 2.097
C 0.275 1.672 0.760
N -0.978 0.915 0.670
C -0.962 -0.546 0.805
C -0.443 -1.189 -0.482
N 0.372 -2.352 -0.156
C 1.790 -2.072 0.118
H 0.560 1.283 3.067
H 1.624 0.485 2.062
H 1.785 2.210 2.290
H -0.078 2.689 0.904
H 0.999 1.547 -0.034
H -1.627 1.400 1.268
H -0.229 -0.811 1.580
H -1.967 -0.674 1.223
H 0.209 -0.421 -0.939
H -1.239 -1.542 -1.133
H 0.386 -3.050 -0.887
H 2.289 -2.982 0.427
H 1.903 -1.208 0.783
H 2.207 -1.625 -0.801
O -2.922 1.825 -4.366
H -2.756 1.775 -5.288
H -2.250 1.258 -3.967
*
```

Atom charges from the natural (NBO) analysis, given in e for atoms 1 to 8:
1. C -0.652
2. C -0.222
3. N -0.637
4. C -0.230
5. C -0.233
6. N -0.629
7. C -0.420
8. H 0.211

=====

<c>
ORCA calculation (ωB97M-V/def2-TZVPD) on a cluster of 2 separate species, C5H16N2O in total.

Calculated values
SMILES: CNCCCCN.O
HOMO-LUMO gap (eV): 9.00
LUMO level (eV): 0.783

Geometry as ORCA input:
```
! RIJCOSX wB97M-V def2-TZVPD def2/J DEFGRID3
* xyz 0 1
C -0.900 -0.165 1.167
N -0.926 1.148 0.571
C -1.577 1.243 -0.771
C -0.785 0.736 -2.047
C 0.781 0.681 -2.206
C 1.504 -0.376 -1.389
N 1.241 -1.742 -1.733
H 0.080 -0.519 1.466
H -1.491 -0.994 0.787
H -1.514 -0.057 2.119
H -0.024 1.599 0.675
H -2.001 2.237 -0.771
H -2.365 0.502 -0.627
H -1.195 1.337 -2.862
H -1.102 -0.279 -2.330
H 1.198 1.681 -2.086
H 0.786 0.286 -3.226
H 2.569 -0.098 -1.398
H 1.345 -0.306 -0.320
H 1.898 -2.227 -2.304
H 0.780 -2.314 -1.042
O 1.013 -0.758 5.970
H 0.423 -0.285 6.583
H 0.261 -1.330 5.774
*
```

Atom charges from the natural (NBO) analysis, given in e for atoms 1 to 8:
1. C -0.441
2. N -0.649
3. C -0.218
4. C -0.428
5. C -0.410
6. C -0.227
7. N -0.875
8. H 0.189

=====

Energy comparison, zero being the most stable, in hartree: <a> 0.0000; <b> 0.0421; <c> 0.0568.

=====

<a>
ORCA calculation (ωB97M-V/def2-TZVPD) on a cluster of 3 separate species, C5H16N2O in total.

Calculated values
HOMO-LUMO gap (eV): 8.08
LUMO level (eV): 0.842

Geometry as ORCA input:
```
! RIJCOSX wB97M-V def2-TZVPD def2/J DEFGRID3
* xyz 0 1
C -0.269 -2.363 -0.570
C -1.447 -1.527 1.216
N 1.048 -2.146 -0.073
O -0.568 -1.839 -1.664
H -0.525 -0.157 -1.315
H -0.762 -3.290 -0.252
H 1.285 -2.704 0.736
H 1.734 -2.184 -0.818
H -2.424 -1.896 0.895
H -1.630 -0.669 1.884
H -0.995 -2.281 1.865
C 0.585 1.256 -0.169
C 0.359 2.052 1.112
C 1.015 2.134 -1.340
N -0.648 0.500 -0.506
H 1.336 0.485 0.010
H -1.439 1.113 -0.682
H -0.951 -0.333 0.277
H -0.415 2.811 0.969
H 1.277 2.564 1.403
H 0.056 1.397 1.929
H 1.166 1.538 -2.242
H 1.951 2.644 -1.109
H 0.262 2.898 -1.554
*
```

Atom charges from the natural (NBO) analysis, given in e for atoms 1 to 8:
1. C 0.541
2. C -1.095
3. N -0.900
4. O -0.735
5. H 0.455
6. H 0.137
7. H 0.377
8. H 0.383

=====

<b>
ORCA calculation (ωB97M-V/def2-TZVPD) on a cluster of 2 separate species, C5H16N2O in total.

Calculated values
SMILES: CC(C)N.CNCO
HOMO-LUMO gap (eV): 10.14
LUMO level (eV): 0.969

Geometry as ORCA input:
```
! RIJCOSX wB97M-V def2-TZVPD def2/J DEFGRID3
* xyz 0 1
C 1.118 0.738 0.437
C 0.863 2.218 0.163
C 0.276 2.916 1.387
N 2.033 2.981 -0.281
H 0.235 0.269 0.865
H 1.333 0.248 -0.514
H 1.991 0.624 1.084
H 0.138 2.295 -0.650
H 0.144 3.978 1.187
H -0.707 2.514 1.641
H 0.917 2.770 2.261
H 2.339 2.667 -1.198
H 2.831 2.779 0.317
C -1.462 -3.770 -0.055
N -1.529 -2.315 -0.116
C -0.838 -1.760 -1.255
O -1.095 -0.379 -1.355
H -1.911 -4.186 -0.957
H -2.041 -4.126 0.794
H -0.437 -4.147 0.047
H -1.196 -1.898 0.745
H 0.252 -1.875 -1.199
H -1.211 -2.273 -2.148
H -2.043 -0.271 -1.200
*
```

Atom charges from the natural (NBO) analysis, given in e for atoms 1 to 8:
1. C -0.615
2. C -0.052
3. C -0.609
4. N -0.829
5. H 0.206
6. H 0.208
7. H 0.192
8. H 0.188

=====

Energy comparison, zero being the most stable, in hartree: <a> 0.0685; <b> 0.0000.

=====

<a>
ORCA calculation (ωB97M-V/def2-TZVPD) on a cluster of 2 separate species, C5H16N2O in total.

Calculated values
SMILES: CCC[C@@H](N)CN.O
HOMO-LUMO gap (eV): 9.40
LUMO level (eV): 0.779

Geometry as ORCA input:
```
! RIJCOSX wB97M-V def2-TZVPD def2/J DEFGRID3
* xyz 0 1
C -2.247 1.788 0.813
C -1.480 0.491 0.351
C -0.618 0.754 -0.905
C 0.055 -0.465 -1.669
N -0.560 -0.450 -3.003
C 1.527 -0.786 -1.801
N 1.601 -1.893 -0.771
H -1.820 2.529 1.509
H -2.530 2.548 0.003
H -3.269 1.514 1.128
H -0.973 0.111 1.185
H -2.086 -0.457 0.273
H 0.179 1.485 -0.514
H -1.152 1.370 -1.708
H -0.428 -1.422 -1.179
H -0.621 -1.198 -3.605
H -0.570 0.302 -3.586
H 1.864 -1.355 -2.830
H 2.266 0.089 -1.619
H 2.338 -1.655 -0.191
H 0.782 -2.147 -0.266
O 2.332 -0.252 6.340
H 2.707 -1.198 6.373
H 2.701 0.298 5.673
*
```

Atom charges from the natural (NBO) analysis, given in e for atoms 1 to 8:
1. C -0.634
2. C -0.414
3. C -0.392
4. C -0.049
5. N -0.880
6. C -0.228
7. N -0.858
8. H 0.217

=====

<b>
ORCA calculation (ωB97M-V/def2-TZVPD) on a cluster of 3 separate species, C5H16N2O in total.

Calculated values
HOMO-LUMO gap (eV): 8.07
LUMO level (eV): -0.362

Geometry as ORCA input:
```
! RIJCOSX wB97M-V def2-TZVPD def2/J DEFGRID3
* xyz 0 1
C 1.263 -0.059 -0.894
N 2.381 0.234 -0.009
C 3.510 -0.670 -0.097
C 0.042 0.764 -0.572
C -0.516 0.546 0.787
C -1.173 -0.831 0.981
N -2.522 -0.627 1.355
H 1.370 -0.196 -2.008
H 1.243 -1.196 -0.775
H 2.691 1.186 -0.151
H 3.132 -1.665 0.101
H 4.263 -0.483 -0.931
H 4.229 -0.458 0.697
H 0.205 1.860 -0.748
H -0.834 0.522 -1.254
H 0.227 0.633 1.601
H -1.314 1.316 0.901
H -0.599 -1.508 1.631
H -1.045 -1.311 -0.037
H -1.317 0.324 -2.063
H -3.022 -1.489 1.532
H -2.856 -0.150 0.468
H -2.829 1.431 -1.364
O -2.400 0.621 -1.079
*
```

Atom charges from the natural (NBO) analysis, given in e for atoms 1 to 8:
1. C -0.250
2. N -0.617
3. C -0.424
4. C -0.293
5. C -0.428
6. C -0.203
7. N -0.857
8. H 0.162

=====

Energy comparison, zero being the most stable, in hartree: <a> 0.0000; <b> 0.0989.

=====

<a>
ORCA calculation (ωB97M-V/def2-TZVPD) on a cluster of 2 separate species, C5H16N2O in total.

Calculated values
SMILES: CC[C@@H](CN)NC.O
HOMO-LUMO gap (eV): 9.57
LUMO level (eV): 0.912

Geometry as ORCA input:
```
! RIJCOSX wB97M-V def2-TZVPD def2/J DEFGRID3
* xyz 0 1
C -0.988 -2.752 0.417
C -1.282 -1.246 0.335
C -0.074 -0.290 0.283
C 0.269 0.184 -1.134
N 1.619 -0.231 -1.536
N -0.232 0.848 1.208
C -0.765 2.105 0.726
H -1.698 -3.268 -0.249
H -0.043 -3.076 -0.013
H -1.225 -3.181 1.388
H -1.866 -0.994 1.221
H -1.987 -1.079 -0.481
H 0.808 -0.824 0.650
H 0.220 1.257 -1.244
H -0.482 -0.178 -1.793
H 1.721 -1.209 -1.769
H 1.830 0.294 -2.373
H -0.677 0.609 2.078
H -1.295 2.644 1.518
H 0.012 2.779 0.354
H -1.537 2.073 -0.061
O 2.755 2.204 0.133
H 2.788 1.436 -0.453
H 2.129 1.893 0.799
*
```

Atom charges from the natural (NBO) analysis, given in e for atoms 1 to 8:
1. C -0.621
2. C -0.417
3. C -0.058
4. C -0.232
5. N -0.851
6. N -0.647
7. C -0.432
8. H 0.208

=====

<b>
ORCA calculation (ωB97M-V/def2-TZVPD) on a structure of composition C5H16N2O.

Calculated values
HOMO-LUMO gap (eV): 8.03
LUMO level (eV): 0.829

Geometry as ORCA input:
```
! RIJCOSX wB97M-V def2-TZVPD def2/J DEFGRID3
* xyz 0 1
C 1.889 1.535 -0.202
C 0.100 1.667 1.611
N 1.412 0.898 -1.228
O 2.094 2.872 -0.107
H 1.469 3.346 -0.673
H 2.528 1.002 0.489
H 0.438 -0.261 -0.576
H 0.961 1.509 -1.908
H 0.883 2.189 2.158
H -0.472 2.424 1.067
H -0.583 1.304 2.388
C -1.572 -0.860 -0.298
C 0.413 -1.934 0.724
C -1.700 -1.705 -1.563
N -0.197 -0.713 0.197
H -0.067 0.335 0.955
H -1.937 0.152 -0.490
H -2.184 -1.280 0.506
H 0.529 -2.706 -0.040
H -0.193 -2.332 1.541
H 1.405 -1.689 1.102
H -1.062 -1.309 -2.355
H -1.419 -2.743 -1.383
H -2.732 -1.701 -1.913
*
```

Atom charges from the natural (NBO) analysis, given in e for atoms 1 to 8:
1. C 0.495
2. C -1.135
3. N -0.811
4. O -0.672
5. H 0.479
6. H 0.175
7. H 0.447
8. H 0.340

=====

<c>
ORCA calculation (ωB97M-V/def2-TZVPD) on a cluster of 3 separate species, C5H16N2O in total.

Calculated values
SMILES: CCN(C)C.C=N.O
HOMO-LUMO gap (eV): 9.44
LUMO level (eV): 0.822

Geometry as ORCA input:
```
! RIJCOSX wB97M-V def2-TZVPD def2/J DEFGRID3
* xyz 0 1
C 1.506 1.434 -0.828
C 0.706 0.185 -1.138
N -0.642 0.079 -0.317
C -1.586 1.088 -0.771
C -1.188 -1.258 -0.503
H 1.886 1.409 0.191
H 0.927 2.341 -0.966
H 2.358 1.475 -1.512
H 0.366 0.206 -2.182
H 1.316 -0.711 -1.060
H -1.711 1.069 -1.861
H -2.565 0.917 -0.323
H -1.237 2.076 -0.480
H -2.102 -1.371 0.084
H -1.434 -1.457 -1.554
H -0.451 -1.985 -0.169
C -0.430 0.297 1.760
N 0.123 -0.760 2.268
H -1.491 0.521 1.898
H 0.209 1.165 1.664
H -0.536 -1.498 2.503
O 1.976 -1.766 0.708
H 1.232 -1.410 1.415
H 2.769 -2.045 1.172
*
```

Atom charges from the natural (NBO) analysis, given in e for atoms 1 to 8:
1. C -0.626
2. C -0.223
3. N -0.383
4. C -0.423
5. C -0.430
6. H 0.218
7. H 0.199
8. H 0.224

=====

<d>
ORCA calculation (ωB97M-V/def2-TZVPD) on a cluster of 2 separate species, C5H16N2O in total.

Calculated values
SMILES: CC[C@@H](N)CNC.O
HOMO-LUMO gap (eV): 9.98
LUMO level (eV): 0.754

Geometry as ORCA input:
```
! RIJCOSX wB97M-V def2-TZVPD def2/J DEFGRID3
* xyz 0 1
C 0.407 -1.965 1.687
C -0.954 -1.531 1.169
C -1.114 -0.158 0.389
N -2.140 0.587 1.116
C 0.114 0.683 0.386
N 0.335 1.121 -1.059
C 1.223 2.326 -1.083
H 1.119 -1.103 1.725
H 0.362 -2.419 2.633
H 0.845 -2.603 0.808
H -1.325 -2.385 0.560
H -1.626 -1.439 1.978
H -1.445 -0.367 -0.622
H -2.950 0.249 0.781
H -2.160 1.653 0.888
H -0.096 1.621 1.032
H 0.977 0.206 0.942
H 0.795 0.418 -1.603
H 1.330 2.776 -2.052
H 0.931 3.044 -0.289
H 2.209 2.142 -0.466
O 1.117 -1.163 -3.354
H 0.347 -0.619 -2.991
H 1.697 -1.073 -2.573
*
```

Atom charges from the natural (NBO) analysis, given in e for atoms 1 to 8:
1. C -0.599
2. C -0.413
3. C -0.070
4. N -0.820
5. C -0.233
6. N -0.628
7. C -0.432
8. H 0.190

=====

Energy comparison, zero being the most stable, in hartree: <a> 0.0000; <b> 0.0844; <c> 0.0363; <d> 0.0599.